Entry from OMol25: a structure of composition C14H21GaI2N2O7P2 in a non-equilibrium geometry (wB97M-V/def2-TZVPD).

ORCA input file:
```
! wB97M-V def2-TZVPD RIJCOSX def2/J DEFGRID3
* xyz 2 1
I -0.055 -1.876 -6.412
I -0.062 2.509 -5.471
Ga -0.048 0.162 -1.455
P -2.276 0.231 -1.883
C -3.125 0.239 -3.546
C -3.052 -1.135 -0.940
H -4.114 -0.977 -0.733
H -3.935 1.596 -0.626
H -2.534 -1.207 0.015
H -2.231 1.933 -0.200
H -2.867 -0.672 -4.095
H -2.932 -2.079 -1.477
C -2.914 1.727 -1.039
H -4.219 0.269 -3.455
H -2.897 2.592 -1.719
H -2.807 1.113 -4.122
P 2.218 0.234 -1.851
C 3.100 0.244 -3.496
C 2.836 1.718 -0.971
H 2.475 -1.210 0.062
H 4.053 -1.014 -0.707
H 2.843 -2.089 -1.438
C 2.983 -1.146 -0.902
H 2.130 1.923 -0.151
H 3.845 1.593 -0.529
H 4.193 0.265 -3.396
H 2.801 1.122 -4.072
H 2.843 2.588 -1.644
H 2.850 -0.661 -4.055
C 0.002 -0.191 -3.129
O 0.056 -0.515 -4.232
O -0.096 1.392 0.442
C -0.057 0.224 0.964
O 0.028 -0.824 0.187
C -0.020 -0.158 2.402
C 0.288 -1.470 2.822
C 0.399 -1.663 4.186
C 0.128 -0.667 5.136
C -0.256 0.582 4.664
C -0.289 0.876 3.281
N -0.602 1.588 5.635
O -0.604 1.251 6.845
O -0.887 2.726 5.177
N 0.766 -2.943 4.712
O 1.076 -3.866 3.937
O 0.779 -3.034 5.959
H 0.579 -2.328 2.199
H 0.083 -0.846 6.223
H -0.475 1.874 2.899
*
```

- Energy above the lowest of the compared OMol25 structures with the same formula, charge and spin: 120.1 kcal/mol
- E_HOMO (spin up / spin down): -0.563 / -0.576 hartree
- E: -119301.3505 eV
- LUMO level (spin up / spin down): -9.6 / -9.6 eV



Entry from OMol25: a structure of composition C19H47BI2O10P in a non-equilibrium geometry (wB97M-V/def2-TZVPD).

ORCA input file:
```
! wB97M-V def2-TZVPD RIJCOSX def2/J DEFGRID3
* xyz 1 1
C 7.726 -1.259 -5.836
C 7.672 0.369 -5.556
I 9.471 1.558 -6.133
C 6.461 0.978 -4.942
I 6.524 3.179 -4.616
P 4.881 0.070 -4.375
B 4.130 -1.141 -5.656
O 3.344 -0.781 -6.853
O 4.328 -2.612 -5.404
H 7.285 -1.881 -4.938
H 7.031 -1.435 -6.792
H 8.810 -1.625 -6.168
H 3.869 1.103 -4.110
H 5.031 -0.682 -3.134
H 3.633 0.097 -7.248
H 4.381 -2.645 -4.385
C 1.884 -1.657 1.108
O 2.799 -2.692 1.453
C 3.340 -3.342 0.299
C 4.752 -2.837 -0.013
O 4.736 -1.464 -0.421
C 5.130 -0.585 0.626
H 1.700 -1.051 2.001
H 2.277 -1.005 0.324
H 0.936 -2.098 0.785
H 2.678 -3.220 -0.566
H 3.394 -4.411 0.531
H 5.156 -3.411 -0.851
H 5.422 -2.980 0.845
H 6.214 -0.636 0.762
H 4.628 -0.820 1.570
H 4.861 0.436 0.337
C -0.712 1.055 -0.319
O 0.511 1.000 -1.044
C 0.315 0.611 -2.407
C 0.357 1.823 -3.342
O -0.757 2.695 -3.115
C -0.400 3.836 -2.343
H -0.529 1.585 0.623
H -1.492 1.590 -0.868
H -1.049 0.041 -0.088
H -0.622 0.054 -2.524
H 1.139 -0.062 -2.668
H 0.279 1.475 -4.376
H 1.305 2.367 -3.243
H 0.156 4.542 -2.964
H 0.197 3.567 -1.466
H -1.320 4.319 -1.999
C -1.243 -2.127 3.276
O -2.119 -1.719 2.231
C -2.914 -2.802 1.737
C -4.333 -2.756 2.310
O -4.334 -3.002 3.722
C -4.464 -1.803 4.478
H -0.853 -1.228 3.767
H -1.755 -2.734 4.028
H -0.403 -2.687 2.855
H -2.435 -3.766 1.946
H -2.971 -2.686 0.650
H -4.926 -3.552 1.851
H -4.821 -1.800 2.081
H -5.499 -1.452 4.436
H -3.794 -1.016 4.119
H -4.210 -2.024 5.519
C -7.995 3.677 3.257
O -6.792 4.223 3.789
C -6.394 3.574 5.001
C -5.272 2.563 4.747
O -5.731 1.462 3.955
C -5.336 1.576 2.593
H -8.109 4.037 2.228
H -7.977 2.584 3.239
H -8.848 4.025 3.845
H -7.252 3.097 5.490
H -6.018 4.354 5.671
H -4.947 2.148 5.705
H -4.404 3.045 4.279
H -4.274 1.333 2.496
H -5.523 2.578 2.193
H -5.915 0.857 2.006
*
```

- E_HOMO: -0.381 hartree
- E: -67093.1700 eV
- LUMO level: -4.9 eV



Entry from OMol25: the molecule C19H13N3 in a non-equilibrium geometry (wB97M-V/def2-TZVPD).

ORCA input file:
```
! wB97M-V def2-TZVPD RIJCOSX def2/J DEFGRID3
* xyz 0 1
N -0.173 2.133 -3.797
N 2.082 -0.857 -1.808
C 0.130 0.528 -2.112
C 2.920 -1.567 -1.026
C 0.918 -0.350 -1.211
C 1.372 -1.709 4.573
C 0.202 -0.958 4.959
C 2.734 -1.803 0.289
C 1.864 -1.855 3.356
C -0.357 -0.199 3.868
C -3.596 2.195 -2.590
C -3.564 1.153 -1.744
C 1.595 -1.317 0.910
C 1.257 -1.212 2.262
C 0.726 -0.546 0.174
C 0.168 -0.410 2.465
C -2.497 2.525 -3.269
C -2.406 0.418 -1.467
C -1.256 1.957 -3.076
C -1.214 0.837 -2.107
N -0.108 0.069 1.136
C 0.831 1.155 -3.226
H 3.825 -1.976 -1.491
H 1.744 -2.334 5.397
H -0.097 -0.913 6.064
H 3.538 -2.227 0.849
H 2.493 -2.657 3.236
H -1.234 0.472 3.986
H -4.511 2.785 -2.819
H -4.470 0.890 -1.148
H -2.412 3.417 -3.944
H -2.516 -0.226 -0.628
H -0.897 0.609 0.914
H 1.056 0.422 -4.014
H 1.854 1.553 -2.960
*
```

- Energy above the lowest of the compared OMol25 structures with the same formula, charge and spin: 41.9 kcal/mol
- E_HOMO: -0.280 hartree
- SMILES: c1ccc2c(c1)=NCC=2c1nccc2c1[nH]c1ccccc12
- E: -24381.5407 eV
- LUMO level: -1.1 eV



Entry from OMol25: a cluster of 2 separate species, C5H8O in total in a non-equilibrium geometry (wB97M-V/def2-TZVPD).

ORCA input file:
```
! wB97M-V def2-TZVPD RIJCOSX def2/J DEFGRID3
* xyz 0 1
C -1.461 -1.129 -0.662
C -0.796 0.230 -0.630
C -0.385 0.965 0.553
C 0.762 0.405 -0.426
C 1.437 -0.621 0.136
O 2.020 -1.448 0.695
H -1.090 -1.778 0.140
H -2.533 -0.978 -0.489
H -1.342 -1.644 -1.622
H -1.030 0.841 -1.507
H -0.440 0.317 1.445
H 1.394 1.935 1.591
H 1.360 1.083 -1.033
H 2.104 1.822 1.810
*
```

- Energy above the lowest of the compared OMol25 structures with the same formula, charge and spin: 119.6 kcal/mol
- E_HOMO: -0.279 hartree
- E: -7357.0676 eV
- LUMO level: 0.3 eV



Entry from OMol25: a structure of composition C22H29ORe in a non-equilibrium geometry (wB97M-V/def2-TZVPD).

ORCA input file:
```
! wB97M-V def2-TZVPD RIJCOSX def2/J DEFGRID3
* xyz 1 4
C -0.444 2.206 -1.287
C -1.493 1.324 -1.755
C -0.889 0.312 -2.559
C 0.531 0.540 -2.580
C 0.798 1.723 -1.809
Re -0.156 0.292 -0.501
C 1.221 -2.136 1.303
C 1.239 -0.668 1.745
H 0.789 -0.468 2.717
C 1.493 0.440 0.914
H 2.469 0.489 0.434
H 1.244 1.397 1.392
C 1.464 -3.206 2.366
H 0.769 -3.129 3.204
H 1.280 -4.187 1.909
H 2.494 -3.171 2.724
C 2.340 -2.340 0.226
H 2.523 -1.479 -0.442
H 3.297 -2.520 0.765
H 2.158 -3.209 -0.418
C -2.964 1.507 -1.557
H -3.165 2.202 -0.736
H -3.434 1.902 -2.469
H -3.448 0.549 -1.326
C -1.657 -0.708 -3.337
H -2.351 -1.257 -2.689
H -2.254 -0.226 -4.122
H -0.987 -1.428 -3.813
C 1.555 -0.260 -3.318
H 1.300 -1.327 -3.334
H 1.634 0.081 -4.361
H 2.542 -0.150 -2.851
C 2.122 2.409 -1.680
H 2.940 1.682 -1.636
H 2.299 3.063 -2.546
H 2.152 3.028 -0.779
C -0.641 3.493 -0.558
H 0.272 3.785 -0.034
H -0.899 4.300 -1.257
H -1.450 3.415 0.174
C -0.314 -1.946 -0.314
C -0.305 -2.522 0.984
C -0.291 -2.864 -1.368
C -1.127 -3.738 1.154
H -0.526 -1.750 1.762
C -0.729 -4.172 -1.177
H 0.030 -2.582 -2.393
C -1.231 -4.576 0.097
H -1.550 -3.900 2.165
H -0.789 -4.910 -2.008
H -1.751 -5.547 0.230
O -2.079 0.952 1.859
C -1.357 0.699 0.968
*
```

- Energy above the lowest of the compared OMol25 structures with the same formula, charge and spin: 9.9 kcal/mol
- <S²>: 3.799
- E_HOMO (spin up / spin down): -0.352 / -0.422 hartree
- E: -27450.9204 eV
- LUMO level (spin up / spin down): -4.1 / -5.2 eV



Entry from OMol25: the molecule C9H9N3S in a non-equilibrium geometry (wB97M-V/def2-TZVPD).

ORCA input file:
```
! wB97M-V def2-TZVPD RIJCOSX def2/J DEFGRID3
* xyz 0 1
C -4.965 0.409 0.076
C -3.479 0.201 0.065
C -1.136 -0.460 -0.033
C 1.375 -0.521 -0.130
C 1.632 0.895 -0.194
C 2.913 1.372 -0.037
C 3.989 0.493 0.131
C 3.767 -0.902 0.082
C 2.470 -1.368 0.001
H -5.075 1.569 -0.130
H -5.492 -0.046 -0.742
H -5.478 0.095 1.018
H 0.099 -2.104 0.001
H 0.820 1.581 -0.263
H 3.161 2.449 0.075
H 5.016 0.802 0.110
H 4.577 -1.671 0.110
H 2.379 -2.450 -0.030
N -2.641 1.184 0.025
N -1.342 0.890 -0.057
N 0.095 -1.079 -0.027
S -2.686 -1.341 -0.051
*
```

- Energy above the lowest of the compared OMol25 structures with the same formula, charge and spin: 24.8 kcal/mol
- E_HOMO: -0.293 hartree
- SMILES: Cc1nnc(Nc2ccccc2)s1
- E: -24783.5175 eV
- LUMO level: 0.4 eV



Entry from OMol25: the molecule C3H6N4O in a non-equilibrium geometry (wB97M-V/def2-TZVPD).

ORCA input file:
```
! wB97M-V def2-TZVPD RIJCOSX def2/J DEFGRID3
* xyz 0 1
C 0.223 1.318 1.982
C 0.379 -0.151 0.079
C 0.522 -1.828 -1.741
H -2.170 2.512 0.599
H 0.583 1.265 3.024
H -0.522 0.219 -0.396
H 1.739 -1.547 -0.104
H 1.174 -2.660 -2.098
H -1.041 -0.791 -1.922
N -0.823 2.072 1.829
N 0.845 0.262 1.194
N 0.989 -1.160 -0.632
N -0.607 -1.577 -2.344
O -1.291 2.065 0.532
*
```

- Energy above the lowest of the compared OMol25 structures with the same formula, charge and spin: 75.0 kcal/mol
- E_HOMO: -0.335 hartree
- SMILES: [H]/N=C\N/C=N/C=N\O
- E: -11213.5227 eV
- LUMO level: 0.3 eV



Entry from OMol25: a structure of composition C29H38B2N5O17Pb in a non-equilibrium geometry (wB97M-V/def2-TZVPD).

ORCA input file:
```
! wB97M-V def2-TZVPD RIJCOSX def2/J DEFGRID3
* xyz -1 1
Pb -0.077 0.933 0.525
O -6.418 -9.895 3.373
C -6.252 -8.671 3.527
O -5.116 -7.987 3.338
B -5.380 -6.653 4.079
O -6.804 -6.613 4.431
C -7.270 -7.809 4.238
O -8.461 -8.066 4.465
O -4.903 -5.557 3.251
C -4.022 -4.856 3.906
O -3.457 -3.897 3.512
C -3.739 -5.594 5.290
O -4.572 -6.588 5.347
O -2.806 -5.301 6.174
O -8.814 -8.088 -4.374
C -7.715 -7.589 -4.100
O -7.266 -6.319 -4.444
B -5.898 -6.123 -3.964
O -5.509 -7.402 -3.318
C -6.517 -8.329 -3.458
O -6.494 -9.432 -2.937
O -5.039 -5.820 -5.115
C -4.236 -4.811 -4.790
O -3.311 -4.414 -5.521
C -4.717 -4.265 -3.418
O -5.784 -4.959 -3.055
O -4.087 -3.357 -2.761
C 3.745 6.546 0.188
O 2.907 5.410 0.299
H 4.697 6.440 -0.332
H 3.347 7.529 -0.063
H 3.922 6.682 1.254
C 5.394 -5.638 -4.488
C 4.466 -6.505 -3.617
C 3.169 -5.837 -3.375
C 3.325 -4.445 -2.841
N 3.462 -3.377 -2.503
H 6.258 -6.151 -4.909
H 5.807 -4.880 -3.822
H 4.881 -5.005 -5.212
H 4.976 -6.734 -2.682
H 4.344 -7.346 -4.300
H 2.514 -6.579 -2.918
H 2.577 -5.683 -4.277
C 0.457 7.308 -6.151
C 0.824 6.269 -7.208
C -0.210 5.074 -7.255
C -0.206 4.316 -6.010
N -0.224 3.687 -5.008
H 1.268 7.723 -5.553
H -0.193 6.881 -5.387
H 0.036 8.179 -6.653
H 1.792 5.785 -7.075
H 0.771 6.781 -8.169
H 0.115 4.458 -8.093
H -1.218 5.333 -7.580
C 4.511 5.667 6.889
C 3.298 6.384 7.422
C 1.979 6.293 6.584
C 1.486 4.975 6.140
N 1.083 3.921 5.820
H 4.891 5.967 5.913
H 4.288 4.600 6.849
H 5.381 5.886 7.508
H 3.633 7.401 7.623
H 2.967 5.910 8.346
H 2.113 7.006 5.771
H 1.227 6.701 7.260
C -4.469 7.938 0.836
C -5.756 7.493 1.751
C -6.271 6.190 1.249
C -5.357 5.026 1.285
N -4.607 4.171 1.303
H -4.092 8.960 0.855
H -4.683 7.668 -0.198
H -3.562 7.468 1.215
H -6.381 8.383 1.678
H -5.507 7.317 2.798
H -6.685 6.448 0.275
H -7.062 5.877 1.931
C 8.971 -2.759 0.878
C 8.703 -2.236 2.267
C 7.997 -0.862 2.354
C 6.588 -1.018 2.473
N 5.417 -1.169 2.629
H 8.877 -3.844 0.926
H 9.917 -2.547 0.378
H 8.213 -2.235 0.296
H 9.682 -2.117 2.732
H 8.289 -3.070 2.833
H 8.235 -0.277 1.465
H 8.349 -0.273 3.201
*
```

- Energy above the lowest of the compared OMol25 structures with the same formula, charge and spin: 346.4 kcal/mol
- E_HOMO: -0.253 hartree
- E: -79545.3523 eV
- LUMO level: -4.8 eV



Entry from OMol25: the ion C6H14NO with charge -1 in a non-equilibrium geometry (wB97M-V/def2-TZVPD).

ORCA input file:
```
! wB97M-V def2-TZVPD RIJCOSX def2/J DEFGRID3
* xyz -1 1
C 0.894 -1.098 -0.212
N 0.417 0.185 -0.799
C -0.974 0.507 -0.427
C -1.100 1.967 -0.053
C -0.244 2.269 1.324
O 1.077 2.157 1.073
C 0.227 -2.240 -1.032
C -0.039 -3.382 -0.038
H 1.971 -1.272 -0.372
H 0.690 -0.945 0.860
H 1.021 0.922 -0.375
H -1.516 0.392 -1.374
H -1.441 -0.226 0.272
H -0.808 2.741 -0.752
H -2.142 2.182 0.147
H -0.516 3.380 1.385
H -0.540 1.623 2.162
H -0.696 -1.836 -1.430
H 0.929 -2.618 -1.782
H 0.851 -3.938 0.349
H -0.688 -4.168 -0.461
H -0.631 -3.000 0.795
*
```

- Energy above the lowest of the compared OMol25 structures with the same formula, charge and spin: 32.5 kcal/mol
- E_HOMO: -0.082 hartree
- SMILES: CCCNCCC[O-]
- E: -9985.2163 eV
- LUMO level: 3.7 eV



Entry from OMol25: a structure of composition C36H50BaN9O5S2SbSi (wB97M-V/def2-TZVPD).

ORCA input file:
```
! wB97M-V def2-TZVPD RIJCOSX def2/J DEFGRID3
* xyz -2 1
Ba 0.074 -0.268 -0.114
C -4.041 0.341 -1.337
C -2.792 1.175 -1.381
N -2.277 1.783 -0.377
N -3.026 1.729 0.776
C -2.395 2.093 1.856
N -3.186 2.136 2.992
S -0.735 2.537 2.046
C -2.066 1.269 -2.679
C -2.123 0.206 -3.578
C -1.467 0.314 -4.790
C -0.791 1.486 -5.080
C -0.778 2.487 -4.119
N -1.389 2.397 -2.945
H -4.668 0.658 -0.509
H -3.767 -0.707 -1.173
H -4.585 0.404 -2.281
H -4.035 1.599 2.891
H -2.676 1.951 3.842
H -2.602 -0.719 -3.287
H -1.453 -0.525 -5.473
H -0.251 1.614 -6.010
H -0.234 3.410 -4.301
C 1.049 4.645 -0.230
N 1.932 4.111 0.799
C 2.070 4.905 2.001
C 2.143 2.753 0.804
N 2.078 2.001 -0.234
N 2.416 2.208 2.058
C 2.662 0.810 2.136
N 1.600 0.126 2.673
N 3.791 0.352 1.768
H 1.609 5.019 -1.094
H 0.474 5.467 0.196
H 0.331 3.888 -0.551
H 2.265 5.940 1.716
H 2.915 4.551 2.588
H 1.160 4.879 2.615
H 1.978 2.567 -1.071
H 1.729 2.508 2.741
H 0.661 0.519 2.593
H 1.628 -0.883 2.686
H 3.786 -0.665 1.802
O -1.676 -2.144 -1.474
S -0.355 -2.575 -2.012
O -0.445 -3.674 -2.958
O 0.519 -2.889 -0.830
O 0.282 -1.347 -2.636
C 2.666 1.290 -3.611
C 3.110 -0.159 -3.771
Sb 3.308 -1.157 -1.865
C 5.465 -0.893 -1.718
C 5.820 0.578 -1.513
C 3.361 -3.175 -2.626
C 4.062 -3.362 -3.965
H 2.546 1.792 -4.577
H 3.377 1.873 -3.018
H 1.701 1.332 -3.104
H 4.051 -0.234 -4.322
H 2.344 -0.726 -4.303
H 5.959 -1.302 -2.603
H 5.795 -1.481 -0.856
H 5.537 1.175 -2.385
H 6.893 0.728 -1.351
H 5.291 0.986 -0.648
H 2.314 -3.478 -2.676
H 3.830 -3.785 -1.849
H 3.552 -2.809 -4.755
H 4.076 -4.415 -4.265
H 5.100 -3.016 -3.939
O -1.000 -1.051 2.027
Si -2.029 -2.021 2.726
C -3.685 -2.144 1.811
C -4.698 -1.211 2.054
C -5.883 -1.214 1.333
C -6.077 -2.156 0.331
C -5.080 -3.083 0.059
C -3.903 -3.076 0.795
C -2.481 -1.392 4.464
C -3.562 -1.879 5.203
C -3.863 -1.382 6.464
C -3.086 -0.371 7.015
C -2.013 0.136 6.295
C -1.718 -0.372 5.035
C -1.367 -3.789 2.919
C -1.574 -4.589 4.045
C -1.078 -5.885 4.115
C -0.361 -6.410 3.049
C -0.140 -5.630 1.921
C -0.634 -4.334 1.858
H -4.552 -0.463 2.826
H -6.646 -0.471 1.538
H -6.994 -2.155 -0.248
H -5.209 -3.801 -0.742
H -3.124 -3.788 0.546
H -4.193 -2.652 4.774
H -4.711 -1.775 7.015
H -3.322 0.025 7.996
H -1.408 0.935 6.710
H -0.895 0.045 4.464
H -2.124 -4.191 4.892
H -1.248 -6.485 5.003
H 0.027 -7.422 3.099
H 0.418 -6.025 1.080
H -0.439 -3.748 0.966
*
```

- Energy above the lowest of the compared OMol25 structures with the same formula, charge and spin: 7.7 kcal/mol
- E_HOMO: -0.097 hartree
- E: -98579.9170 eV
- LUMO level: 4.0 eV



Question: Look up the E of the tenth one.
Answer: -98579.9170 eV



Question: What is the E in the fifth record?
Answer: -27450.9204 eV



Question: The highest E belongs to which entry?
Answer: C5H8O